# 1
{"formula": "C40H56As2GeN2PdSSi3", "method": "ωB97M-V/def2-TZVPD", "species": ["Pd", "C", "C", "As", "C", "C", "C", "C", "C", "C", "C", "C", "C", "C", "C", "C", "As", "C", "C", "C", "C", "C", "C", "C", "C", "C", "C", "C", "C", "H", "H", "H", "H", "H", "H", "H", "H", "H", "H", "H", "H", "H", "H", "H", "H", "H", "H", "H", "H", "H", "H", "H", "H", "C", "Si", "C", "C", "Ge", "Si", "C", "C", "C", "Si", "C", "C", "C", "H", "H", "H", "H", "H", "H", "H", "H", "H", "H", "H", "H", "H", "H", "H", "H", "H", "H", "H", "H", "H", "H", "H", "H", "H", "H", "H", "C", "C", "C", "C", "N", "C", "S", "N", "H", "H", "H", "H", "H"], "positions_angstrom": [[0.2511, -0.6890, 0.0035], [3.7965, -0.3435, 0.0171], [3.5113, 0.7349, 1.0520], [1.6369, 0.8484, 1.7226], [1.4383, -0.8443, 2.7050], [1.7479, -2.0847, 2.1435], [1.6119, -3.2499, 2.8832], [1.1302, -3.2011, 4.1783], [0.7482, -1.9857, 4.7213], [0.9025, -0.8208, 3.9925], [2.1963, 1.9853, 3.2548], [3.0491, 1.4820, 4.2321], [3.5022, 2.2955, 5.2550], [3.1051, 3.6219, 5.3161], [2.2751, 4.1365, 4.3356], [1.8242, 3.3235, 3.3079], [2.3098, -0.4145, -1.2792], [3.0007, -1.7021, -2.5521], [3.3832, -2.9724, -2.1360], [3.9141, -3.8719, -3.0449], [4.0518, -3.5115, -4.3756], [3.6270, -2.2648, -4.8032], [3.0972, -1.3660, -3.8974], [2.7037, 1.2753, -2.1731], [3.9820, 1.5131, -2.6679], [4.2983, 2.7329, -3.2337], [3.3295, 3.7174, -3.3372], [2.0470, 3.4814, -2.8741], [1.7366, 2.2647, -2.2860], [3.9271, -1.3219, 0.4932], [4.7329, -0.1213, -0.5167], [3.6919, 1.7203, 0.5933], [4.1913, 0.6473, 1.9079], [2.1245, -2.1749, 1.1191], [1.8928, -4.1992, 2.4503], [1.0389, -4.1053, 4.7594], [0.3298, -1.9454, 5.7157], [0.6236, 0.1338, 4.4303], [3.3575, 0.4409, 4.1988], [4.1685, 1.8960, 6.0053], [3.4484, 4.2519, 6.1230], [1.9784, 5.1738, 4.3689], [1.1811, 3.7241, 2.5328], [3.2596, -3.2624, -1.0955], [4.2297, -4.8517, -2.7166], [4.4764, -4.2062, -5.0848], [3.7165, -1.9799, -5.8403], [2.7611, -0.3882, -4.2254], [4.7322, 0.7317, -2.6169], [5.2956, 2.9043, -3.6096], [3.5852, 4.6662, -3.7803], [1.2921, 4.2454, -2.9819], [0.7319, 2.0679, -1.9066], [-1.5840, 2.3960, 2.3796], [-1.6307, 2.8111, 0.5042], [-3.1114, 3.9742, 0.1688], [-0.0978, 3.8787, 0.0659], [-1.7084, 0.5452, -0.6006], [-2.0024, 0.1663, -3.1968], [-0.2368, -0.0702, -3.8863], [-2.8755, 1.7356, -3.8523], [-3.0307, -1.4069, -3.5372], [-4.1264, -0.2051, -0.0455], [-4.8861, -1.8395, -0.6843], [-3.9222, -0.2625, 1.8632], [-5.3012, 1.1831, -0.6370], [-1.1324, 3.1917, 2.9651], [-0.9993, 1.4867, 2.5526], [-2.5805, 2.2318, 2.7756], [-2.8816, 4.9592, 0.5594], [-4.0179, 3.6344, 0.6528], [-3.3162, 4.0862, -0.8902], [-0.0443, 4.7303, 0.7388], [-0.1716, 4.2705, -0.9438], [0.8370, 3.3232, 0.1539], [0.3350, 0.8542, -3.9032], [-0.2621, -0.4724, -4.8951], [0.2888, -0.7995, -3.2660], [-2.3312, 2.6421, -3.6154], [-3.8740, 1.8223, -3.4397], [-2.9694, 1.6742, -4.9304], [-2.8028, -2.1880, -2.8170], [-2.7950, -1.8023, -4.5223], [-4.0981, -1.2114, -3.5089], [-4.1721, -2.6516, -0.7719], [-5.3494, -1.6975, -1.6556], [-5.6704, -2.1601, -0.0018], [-2.8706, -0.3279, 2.1356], [-4.4247, -1.1286, 2.2851], [-4.3362, 0.6225, 2.3363], [-5.8419, 0.8717, -1.5234], [-4.7877, 2.1070, -0.8668], [-6.0368, 1.3923, 0.1310], [-4.0982, -5.2336, 0.8718], [-2.9653, -4.2770, 1.0195], [-2.6273, -3.7108, 2.2555], [-1.6834, -2.7028, 2.2453], [-1.0579, -2.3284, 1.1357], [-1.3417, -3.0331, 0.0193], [-0.4083, -2.6920, -1.3676], [-2.3023, -3.9430, -0.0731], [-3.9977, -6.0469, 1.5871], [-4.1163, -5.6332, -0.1379], [-5.0384, -4.7173, 1.0686], [-3.1031, -4.0234, 3.1707], [-1.4157, -2.1636, 3.1450]], "forces_ev_per_a": [[0.061, -1.117, 0.359], [0.084, -0.175, 0.109], [0.096, 0.172, -0.264], [0.743, -0.462, 0.697], [0.195, -0.059, 0.078], [0.454, 0.021, -0.206], [0.066, -0.044, -0.019], [-0.050, -0.042, 0.013], [-0.045, -0.017, 0.093], [-0.059, 0.372, -0.103], [-0.446, 0.228, -0.283], [0.029, -0.420, -0.184], [0.005, 0.007, 0.023], [-0.001, 0.047, -0.025], [-0.002, 0.097, 0.042], [-0.175, -0.206, -0.309], [1.268, 0.481, -0.671], [-0.241, -0.045, -0.095], [-0.093, 0.081, 0.345], [0.066, -0.044, 0.028], [-0.038, -0.039, -0.065], [0.053, 0.004, -0.085], [-0.135, 0.318, 0.148], [-0.206, -0.081, 0.084], [0.120, -0.275, 0.165], [0.048, -0.082, -0.070], [0.013, 0.047, 0.003], [-0.004, 0.037, -0.041], [-0.282, -0.244, 0.256], [-0.107, 0.149, -0.175], [-0.353, -0.094, 0.039], [-0.107, -0.169, 0.210], [-0.284, 0.016, -0.104], [-0.097, 0.069, 0.401], [-0.004, -0.048, -0.082], [-0.016, -0.114, 0.048], [0.008, 0.030, 0.120], [0.017, -0.129, 0.046], [-0.004, 0.094, 0.041], [0.022, -0.062, 0.049], [0.033, 0.055, 0.038], [-0.040, 0.089, -0.003], [0.014, 0.069, 0.095], [0.064, -0.027, -0.084], [-0.015, -0.044, 0.042], [0.029, -0.069, -0.031], [0.003, -0.023, -0.111], [0.072, -0.094, -0.084], [0.035, 0.055, -0.013], [0.080, 0.044, -0.023], [-0.033, 0.139, -0.079], [-0.093, 0.064, 0.053], [0.189, 0.111, -0.112], [0.123, -0.064, -0.664], [0.462, 0.391, 0.725], [0.339, -0.813, -0.117], [-0.371, -0.773, 0.089], [-2.435, 0.524, -2.197], [0.703, 0.159, 0.639], [-0.668, 0.044, 0.158], [0.387, -0.720, 0.306], [0.296, 0.613, 0.330], [0.638, -0.049, 0.629], [0.489, 0.475, 0.105], [-0.310, -0.103, -0.520], [0.589, -0.435, 0.147], [0.094, 0.203, 0.011], [-0.108, 0.067, 0.060], [-0.208, -0.080, -0.016], [0.239, 0.178, 0.156], [-0.215, -0.129, 0.112], [-0.035, 0.023, -0.249], [-0.122, 0.134, 0.186], [-0.007, 0.021, -0.197], [0.018, 0.049, -0.058], [-0.022, 0.078, -0.002], [-0.045, -0.066, -0.230], [-0.058, 0.029, -0.048], [0.196, 0.166, 0.085], [-0.244, -0.008, 0.128], [-0.031, -0.038, -0.313], [0.029, -0.044, 0.077], [0.127, 0.066, -0.199], [-0.153, 0.099, 0.018], [0.086, -0.050, -0.035], [-0.015, 0.074, -0.142], [-0.115, 0.078, 0.228], [0.006, 0.034, -0.006], [-0.145, -0.143, 0.106], [-0.098, 0.204, 0.076], [-0.044, -0.128, -0.222], [0.104, 0.243, -0.041], [-0.157, 0.038, 0.264], [0.027, -0.048, -0.013], [0.029, 0.135, 0.619], [0.138, -0.006, -0.205], [-0.208, -0.051, 0.316], [-0.183, 0.212, -0.748], [-0.556, -0.175, 0.661], [0.557, 1.233, -0.117], [0.236, -0.239, -0.378], [-0.086, -0.077, 0.062], [-0.011, -0.019, -0.012], [-0.054, -0.043, 0.036], [-0.086, 0.040, 0.077], [-0.061, 0.018, 0.021]], "lowdin_charge": [0.16, -0.40, -0.40, 1.26, -0.41, -0.16, -0.08, -0.08, -0.08, -0.13, -0.37, -0.12, -0.07, -0.07, -0.07, -0.11, 1.22, -0.39, -0.11, -0.07, -0.07, -0.07, -0.12, -0.38, -0.11, -0.06, -0.06, -0.07, -0.15, 0.06, 0.08, 0.08, 0.08, 0.06, 0.11, 0.11, 0.11, 0.11, 0.11, 0.11, 0.11, 0.11, 0.07, 0.10, 0.11, 0.11, 0.11, 0.10, 0.11, 0.11, 0.11, 0.11, 0.06, -0.23, 0.41, -0.20, -0.24, 0.63, 0.45, -0.24, -0.21, -0.21, 0.46, -0.20, -0.24, -0.20, 0.02, -0.03, 0.02, 0.03, 0.02, 0.02, 0.03, 0.02, -0.02, 0.01, 0.04, -0.05, 0.02, 0.01, 0.03, -0.02, 0.04, 0.02, -0.01, 0.02, 0.03, -0.02, 0.02, 0.02, 0.03, -0.01, 0.03, -0.02, -0.33, 0.00, -0.13, -0.01, -0.85, 0.68, 0.10, 0.09, 0.09, 0.09, 0.12, 0.11], "charge": 1, "total_energy_ev": -261506.49922, "de_lowest_kcal_mol": 0.00, "homo_ev": [-9.85, -9.98], "multiplicity": 2, "homo_lumo_gap_ev": [5.5086, 5.7256]}

---

# 2
{"formula": "C40H56BN10O5P2S2Sn", "method": "ωB97M-V/def2-TZVPD", "species": ["Sn", "B", "N", "C", "C", "C", "N", "N", "C", "C", "C", "N", "H", "H", "H", "H", "H", "H", "H", "H", "O", "C", "O", "C", "C", "C", "C", "C", "C", "P", "C", "C", "C", "C", "C", "C", "C", "C", "C", "C", "C", "C", "H", "H", "H", "H", "H", "H", "H", "H", "H", "H", "H", "H", "H", "H", "N", "C", "C", "C", "N", "C", "C", "N", "C", "H", "H", "H", "H", "H", "H", "H", "H", "H", "H", "H", "H", "H", "H", "H", "H", "C", "O", "H", "H", "H", "H", "N", "C", "N", "C", "N", "C", "C", "C", "O", "P", "S", "S", "O", "C", "C", "C", "H", "H", "H", "H", "H", "H", "H", "H", "H", "H", "H", "H", "H", "H"], "positions_angstrom": [[11.4615, 11.5865, 14.7665], [10.6316, 10.5379, 17.7978], [10.7470, 9.2944, 16.8746], [10.7744, 8.0061, 17.2429], [11.0339, 7.2425, 16.1112], [11.1742, 8.1833, 15.0901], [11.0448, 9.3930, 15.5655], [9.4535, 11.3774, 17.2395], [8.3212, 11.7645, 17.8107], [7.5895, 12.5099, 16.8917], [8.3609, 12.4656, 15.7482], [9.4870, 11.8232, 15.9728], [11.6519, 11.2009, 17.6403], [10.4075, 10.1841, 18.9230], [10.6356, 7.7637, 18.2967], [11.1549, 6.1944, 16.0837], [11.3955, 7.9986, 14.0480], [8.0559, 11.4927, 18.8183], [6.6042, 12.9011, 16.9561], [8.1360, 12.9019, 14.7982], [10.0735, 11.2941, 12.9890], [9.7241, 12.4158, 12.4349], [9.8415, 13.5265, 12.9407], [9.2334, 12.3135, 10.9791], [7.9978, 11.7702, 10.6375], [7.6419, 11.7343, 9.3002], [8.5377, 12.1341, 8.3073], [9.7981, 12.6313, 8.6437], [10.0944, 12.7530, 9.9912], [11.7382, 13.3880, 10.5813], [12.7821, 13.0803, 9.0772], [13.4753, 14.0314, 8.3348], [14.4160, 13.6233, 7.4210], [14.7629, 12.2830, 7.2543], [14.0641, 11.3484, 7.9702], [13.0848, 11.7218, 8.8415], [11.4535, 15.1984, 10.6079], [12.5593, 16.0373, 10.8493], [12.4201, 17.4220, 10.9365], [11.1661, 17.9915, 10.8101], [10.0370, 17.1870, 10.6240], [10.1963, 15.8052, 10.5907], [7.3194, 11.4533, 11.4183], [6.6948, 11.2695, 9.0930], [8.2215, 12.0999, 7.2653], [10.4900, 12.9558, 7.8785], [13.2964, 15.1023, 8.3933], [14.8869, 14.4163, 6.8391], [15.5455, 12.0582, 6.5260], [14.2965, 10.3038, 7.8792], [12.6027, 10.9796, 9.4752], [13.5610, 15.6100, 10.8550], [13.2994, 18.0298, 11.1070], [11.0748, 19.0812, 10.9130], [9.0630, 17.6298, 10.5815], [9.3092, 15.1813, 10.5427], [14.2301, 15.0868, 15.6469], [13.8341, 16.2919, 16.4089], [12.9562, 17.2442, 15.5861], [11.5489, 16.7494, 15.2851], [11.5880, 15.5915, 14.3491], [10.8952, 16.2970, 16.5786], [11.7144, 15.3574, 17.5028], [11.7838, 13.9748, 16.9786], [13.1331, 15.9121, 17.7167], [14.7478, 15.3438, 14.7842], [13.3655, 14.5628, 15.3568], [14.8049, 14.4308, 16.1900], [14.7457, 16.8211, 16.6521], [13.4567, 17.4929, 14.6462], [12.8725, 18.1846, 16.1263], [10.9238, 17.5612, 14.8156], [11.8667, 15.8616, 13.4241], [10.6385, 15.2386, 14.2361], [9.9073, 15.8000, 16.3647], [10.7168, 17.1949, 17.1692], [11.2001, 15.4216, 18.4670], [10.8652, 13.5714, 16.9522], [12.3381, 13.3928, 17.6091], [13.7584, 15.2280, 18.2680], [13.0486, 16.8611, 18.2947], [12.8290, 9.4883, 11.8130], [13.1734, 9.5641, 13.1857], [13.7009, 9.5076, 11.1808], [12.2184, 10.3416, 11.5293], [12.2893, 8.5527, 11.6205], [13.9827, 10.1497, 13.1299], [14.7561, 11.5720, 11.9437], [14.9474, 12.7117, 11.8803], [15.2133, 13.9589, 11.6545], [15.2112, 14.9069, 12.5171], [15.2824, 15.8764, 13.1573], [16.0723, 8.4944, 14.4269], [15.5110, 9.0872, 15.7019], [15.1279, 8.0049, 16.7354], [16.5096, 9.8817, 16.3797], [16.6012, 11.4802, 16.2316], [17.3119, 12.0614, 14.5118], [14.7344, 12.2017, 16.5983], [17.6084, 11.7989, 17.4309], [17.6933, 11.0620, 18.6689], [18.5981, 9.8470, 18.5212], [16.3326, 10.7048, 19.2817], [15.3514, 7.8418, 13.9246], [16.9149, 7.8379, 14.6965], [16.4363, 9.3229, 13.7948], [14.6877, 9.7537, 15.4956], [16.0566, 7.4653, 16.9969], [14.3637, 7.3502, 16.3417], [14.7378, 8.4952, 17.6433], [18.1447, 11.7706, 19.3759], [18.1608, 9.1433, 17.8183], [18.6535, 9.3555, 19.4806], [19.5999, 10.1366, 18.1816], [15.8737, 9.9172, 18.7228], [15.6263, 11.5697, 19.3117], [16.5351, 10.3531, 20.2937]], "forces_ev_per_a": [[-0.041, -0.354, -0.818], [0.431, 0.126, -0.521], [0.446, -0.267, 0.554], [-0.092, 0.119, -0.013], [-0.151, 0.736, 0.620], [0.418, -1.364, -0.619], [-0.510, 1.489, 0.114], [0.028, 0.023, 0.331], [-0.741, 0.355, 0.205], [0.141, -0.707, 0.143], [-0.453, 0.744, -0.376], [0.736, -0.410, -0.147], [-0.200, -0.154, 0.171], [-0.010, 0.073, 0.020], [-0.014, -0.063, -0.507], [0.013, -0.788, -0.214], [0.044, 0.222, 0.142], [0.237, -0.075, 0.054], [-0.432, 0.271, 0.289], [0.187, 0.104, -0.391], [-0.158, 0.589, 0.146], [0.258, -0.937, -0.473], [-0.212, 0.171, 0.408], [-0.229, -0.412, 0.884], [0.460, 0.610, 0.130], [0.311, -0.453, 0.247], [-0.169, 0.150, -0.231], [-1.282, -0.120, 0.033], [1.490, 0.409, 0.166], [0.066, -0.097, -0.388], [0.072, -0.271, 0.402], [-0.617, 0.116, 0.107], [0.688, 0.104, -0.624], [0.272, 1.406, -0.823], [0.283, -0.904, -0.289], [-0.740, 0.918, 1.291], [0.398, 0.733, 0.365], [0.138, -0.174, -0.751], [-0.026, -0.572, 0.018], [-0.397, 0.599, 0.135], [1.118, -0.165, 0.508], [-0.434, -0.207, -0.361], [-0.029, -0.177, -0.057], [-0.300, 0.133, -0.524], [0.147, -0.122, 0.169], [0.036, -0.025, 0.048], [-0.180, -0.209, 0.365], [0.159, -0.365, 0.024], [-0.251, -0.276, 0.355], [0.111, -0.339, -0.086], [0.035, 0.031, -0.250], [-0.234, 0.028, 0.213], [-0.020, 0.015, 0.010], [-0.100, -0.470, -0.176], [-0.398, 0.102, -0.049], [0.060, 0.023, -0.147], [-0.923, -0.054, -0.366], [-0.609, 0.199, 0.147], [0.195, 0.120, -0.719], [-0.357, -0.764, -0.923], [-0.318, 0.182, 0.861], [-0.658, -0.668, 0.219], [0.147, 0.083, -0.501], [0.523, 0.666, 0.516], [-0.430, 0.875, -0.390], [-0.022, 0.104, -0.204], [0.625, 0.396, 0.217], [-0.023, -0.393, 0.079], [0.339, 0.070, 0.020], [0.098, -0.117, -0.010], [0.057, 0.124, 0.264], [0.634, -0.319, 0.642], [0.342, 0.319, -0.494], [0.256, -0.211, -0.002], [0.746, 0.530, 0.210], [-0.307, 0.115, 0.110], [-0.006, -0.265, 0.168], [-0.480, -0.104, 0.018], [-0.077, 0.065, -0.161], [0.136, -0.359, 0.370], [0.066, -0.619, -0.183], [-0.660, -0.461, -0.189], [1.065, 0.793, -0.134], [0.420, -0.063, -0.151], [-0.293, 0.053, -0.077], [-0.097, 0.155, 0.160], [-0.799, -0.335, 0.345], [-0.140, -0.415, 0.220], [0.180, -0.148, 0.087], [-0.102, 0.184, -0.572], [0.424, -0.232, -0.230], [-0.212, 0.584, 0.574], [0.641, 0.006, 0.167], [0.084, -0.573, 0.749], [0.425, 1.006, 0.015], [0.245, -0.406, -0.172], [-0.914, 0.523, -0.859], [0.230, 0.012, 0.318], [0.287, -0.238, 0.362], [0.236, -0.174, 0.309], [-0.423, 0.339, 0.381], [-0.102, 0.311, -0.275], [0.122, 0.873, 0.147], [-0.129, 0.443, -0.045], [0.009, 0.299, -0.109], [-0.214, -0.542, -0.017], [-0.525, 0.037, -0.106], [-0.509, -0.008, -0.089], [-0.112, -0.336, -0.125], [0.095, -0.253, -0.336], [0.170, -0.013, -0.315], [0.062, 0.024, -0.109], [0.234, -0.179, 0.422], [-0.226, -0.075, 0.086], [-0.373, -0.433, -0.238], [0.703, -0.641, -0.041], [-0.121, -0.017, 0.126]], "lowdin_charge": [1.37, -0.45, -0.08, -0.08, -0.05, -0.14, -0.07, -0.08, -0.08, -0.05, -0.15, -0.10, 0.05, 0.08, 0.12, 0.08, 0.11, 0.12, 0.08, 0.10, -0.21, -0.68, -0.03, -0.15, -0.03, -0.09, -0.08, -0.07, -0.32, 1.16, -0.36, -0.10, -0.10, -0.09, -0.10, -0.11, -0.35, -0.13, -0.10, -0.11, -0.08, -0.09, 0.12, 0.09, 0.10, 0.11, 0.10, 0.10, 0.10, 0.10, 0.09, 0.07, 0.10, 0.10, 0.09, 0.10, 0.15, -0.28, -0.11, -0.37, 0.08, -0.12, -0.35, 0.04, -0.10, 0.06, 0.10, 0.01, 0.14, 0.11, 0.12, 0.14, 0.05, 0.06, 0.13, 0.11, 0.13, 0.03, 0.03, 0.11, 0.13, -0.20, -0.25, 0.05, 0.04, 0.08, 0.04, 0.15, -0.40, 0.08, -0.42, 0.09, -0.06, -0.48, -0.03, -0.37, -0.18, 0.20, 0.22, -0.32, -0.44, -0.05, -0.08, 0.08, 0.08, 0.06, 0.06, 0.09, 0.06, 0.07, 0.13, 0.07, 0.07, 0.09, 0.03, 0.06, 0.08], "charge": -1, "total_energy_ev": -114291.06442, "de_lowest_kcal_mol": 0.00, "homo_ev": -4.49, "homo_lumo_gap_ev": 6.7497}

---

- Among the records above, which one has the highest charge?
  C40H56As2GeN2PdSSi3